[1]
Density functional theory data (ωB97M-V/def2-TZVPD) for a molecular structure, C24H38PSn at a distorted geometry.

Total charge: +1
LUMO (alpha / beta) (eV): -4.86 / -3.69

XYZ file:
```
64
Properties=species:S:1:pos:R:3:forces:R:3
C 1.276582 -3.091718 0.249760 1.0 1.1 -0.3
C 2.214665 -2.370496 -0.541248 -0.9 0.0 -0.7
C 1.697952 -2.294338 -1.859693 1.2 0.3 1.7
C 0.409089 -2.910848 -1.873180 -1.2 -1.3 2.4
C 0.150014 -3.407289 -0.568966 -0.2 0.8 -2.7
Sn -0.144036 -0.006021 0.849621 -0.1 -0.2 -1.1
C -2.702152 2.070507 -0.318885 -2.9 -0.9 1.0
C -2.665926 1.574999 0.976913 0.2 0.1 -0.7
H -2.855355 2.250350 1.819720 0.5 0.0 -0.3
C -2.370838 0.188970 1.304951 -0.1 -0.3 0.2
H -2.785211 -0.605063 0.667338 0.1 0.4 0.3
H -2.417821 -0.069134 2.373203 -0.3 0.1 -0.5
C -3.191751 3.477018 -0.557582 0.1 0.2 0.3
H -2.866786 4.138077 0.257296 -0.1 0.0 -0.2
H -2.796127 3.850823 -1.502195 -0.1 0.1 0.1
H -4.291404 3.534637 -0.615928 0.3 -0.2 0.0
C -2.991331 1.102903 -1.452111 0.5 -0.1 -0.4
H -2.224795 0.320794 -1.528512 -0.2 0.1 0.0
H -3.960121 0.579841 -1.338950 0.3 0.4 0.2
H -3.016205 1.625820 -2.420915 0.1 -0.2 0.3
C 3.497749 -1.798619 -0.087048 0.6 0.1 0.1
H 3.497381 -1.612701 0.995239 0.1 0.0 -0.2
H 4.329207 -2.479911 -0.304006 0.1 0.2 0.1
H 3.708605 -0.849931 -0.597378 0.0 -0.1 0.1
C 2.389105 -1.659442 -3.000799 0.3 0.0 -0.6
H 2.382191 -0.560042 -2.933513 0.1 -0.3 0.0
H 3.442370 -1.974260 -3.030175 -0.2 0.1 0.0
H 1.918922 -1.942877 -3.952971 0.2 0.1 0.2
C -0.483358 -3.036315 -3.041564 -0.3 -0.2 -0.5
H -0.403331 -2.166067 -3.705490 -0.1 -0.2 0.1
H -0.233596 -3.930034 -3.639559 -0.1 0.3 0.1
H -1.528028 -3.136949 -2.726169 0.2 0.0 -0.1
C -1.052904 -4.145939 -0.139798 -0.4 -0.5 0.1
H -1.932796 -3.836821 -0.718052 0.1 -0.1 0.2
H -0.923493 -5.229850 -0.294178 -0.1 0.2 0.1
H -1.263646 -3.990088 0.925670 -0.1 0.0 -0.2
C 1.467905 -3.467503 1.667994 -0.3 -0.4 0.6
H 0.529049 -3.854712 2.110637 0.5 0.2 -0.2
H 2.224318 -4.265352 1.759936 -0.2 0.2 0.0
H 1.813682 -2.621317 2.283856 0.0 -0.2 -0.2
C 0.013502 1.433267 -0.848708 -0.6 -1.2 0.1
C -0.472863 2.723970 -0.693170 3.3 0.9 1.9
C 0.245206 0.969390 -2.136243 0.1 -0.5 -0.7
C -0.250004 3.677601 -1.713258 -0.6 0.0 0.0
H -0.430785 2.957396 0.402248 -0.7 0.9 -1.4
C 0.219845 1.848333 -3.222129 -0.1 0.2 0.3
H 0.396771 -0.104403 -2.313318 0.1 0.6 0.1
C 0.020152 3.225956 -3.001143 -0.1 -0.2 -0.3
H -0.334847 4.751835 -1.502645 -0.2 -0.5 -0.1
H 0.385427 1.464692 -4.227914 0.0 0.1 0.2
H 0.041136 3.923899 -3.856265 0.2 -0.4 0.6
C 2.518087 1.219864 3.197241 0.2 -0.1 0.1
P 0.709129 1.188818 3.004105 0.2 0.3 0.1
C 0.101283 0.350552 4.505039 -0.1 -0.2 0.1
C 0.177839 2.916219 3.156590 -0.1 0.5 0.3
H 2.939534 0.216813 3.026806 -0.2 0.3 0.1
H 2.778514 1.547345 4.217826 -0.1 -0.1 -0.4
H 2.956693 1.916858 2.471065 -0.1 -0.2 0.2
H 0.413447 -0.706469 4.512771 -0.1 0.4 -0.1
H 0.516233 0.848721 5.396350 -0.2 -0.1 -0.3
H -0.997094 0.390076 4.548860 0.3 0.0 0.0
H 0.105557 3.183296 4.223619 0.1 0.0 -0.4
H 0.906065 3.582500 2.667875 -0.3 -0.3 0.1
H -0.806603 3.072400 2.691130 0.3 -0.1 0.2
```
Positions in Å, forces in eV/Å.

[2]
Density functional theory data (ωB97M-V/def2-TZVPD) for a gas-phase ion, C6H15N4O2 (charge +1) at a distorted geometry.

Total charge: +1
LUMO (eV): -2.84
SMILES: N[C@]1(O)[NH2+]CCN=C1NCCO

XYZ file:
```
27
Properties=species:S:1:pos:R:3:forces:R:3
C 0.003424 0.290375 -0.485556 -0.8 1.4 1.5
C -2.216577 0.798000 0.360306 0.8 0.2 -0.1
C -1.553176 1.894851 1.163938 -2.5 1.4 3.4
C 0.724972 0.889041 0.819459 1.7 -1.2 0.7
C 0.656120 -1.120845 -2.510349 -2.6 -1.3 0.5
C 0.225071 -2.574045 -1.944282 0.0 2.5 -0.5
N -1.266411 0.372937 -0.628998 1.0 -1.6 -1.4
N 1.440366 -0.202732 1.539515 0.1 0.4 -1.2
N 0.909636 -0.201992 -1.375443 -4.4 0.1 -2.5
N -0.327555 1.481549 1.898948 1.9 -1.1 -1.3
O 1.619109 1.974145 0.652611 0.0 -2.1 1.7
O 1.058325 -2.852916 -0.863374 -2.3 1.6 1.6
H -2.616447 -0.084421 0.924787 0.5 0.8 -0.2
H -3.091475 1.279180 -0.130931 0.6 -0.4 0.2
H -1.280177 2.723090 0.533846 0.0 0.3 -0.3
H -2.295753 2.265855 1.996464 1.4 -0.4 -1.6
H 1.517265 -1.178961 -3.175589 0.5 -0.1 0.7
H -0.134522 -0.894406 -3.250156 0.0 0.9 0.9
H 0.351204 -3.155557 -2.824028 0.3 -1.3 -0.5
H -0.813287 -2.731100 -1.605102 0.3 0.8 -0.3
H 2.332689 0.139011 1.938915 -0.8 -0.1 -0.3
H 1.658521 -1.065286 0.961538 -0.7 1.5 0.7
H 1.814177 -0.281721 -1.168752 4.1 0.2 1.7
H 0.283208 2.193240 2.415397 -1.5 -0.8 -0.9
H -0.512619 0.701537 2.527793 0.0 0.0 0.1
H 1.475760 2.582161 -0.036323 -0.8 0.9 -1.7
H 1.713504 -3.384590 -1.169256 3.2 -2.6 -1.0
```
Positions in Å, forces in eV/Å.

[3]
Density functional theory data (ωB97M-V/def2-TZVPD) for a molecular structure, C18H11ClIrN5O3.

Total charge: 0
LUMO (alpha / beta) (eV): -0.59 / -2.17
Multiplicity: 5

XYZ file:
```
39
Properties=species:S:1:pos:R:3:forces:R:3
Ir -0.014931 -0.604600 -0.157990 0.3 0.5 0.5
O 2.079845 -0.488567 -0.544917 -0.8 -0.6 0.0
C 2.924230 0.500539 -0.544461 0.3 0.7 0.0
C 4.306768 0.180976 -0.561609 -0.3 -0.1 0.0
C 5.275091 1.149234 -0.535015 0.0 0.0 0.0
C 4.924136 2.502642 -0.516052 0.1 0.1 0.0
C 3.596039 2.846807 -0.522602 0.0 0.0 0.0
C 2.575187 1.882154 -0.528863 0.2 -0.4 0.0
C 1.191458 2.301577 -0.522403 -0.2 0.1 0.0
N 0.103493 1.531100 -0.532899 -0.1 -0.4 0.0
C -1.007043 2.345834 -0.527882 -0.1 0.2 -0.1
C -0.597502 3.635258 -0.513330 -0.1 -0.1 0.0
N 0.779168 3.592437 -0.507210 0.1 -0.1 0.0
H 4.549560 -0.873063 -0.592126 0.1 0.0 0.0
H 6.319112 0.862192 -0.530199 0.0 0.0 0.0
H 5.688796 3.266913 -0.504094 0.0 0.0 0.0
H 3.341379 3.899968 -0.532849 0.0 0.0 0.0
H -1.997232 1.924091 -0.552255 0.0 0.0 0.0
H -1.147328 4.558697 -0.500388 0.0 0.0 0.0
H 1.383936 4.391510 -0.485469 0.1 0.0 0.0
Cl -5.975502 -4.959519 -0.439262 -0.1 -0.1 0.0
C -4.784107 -3.705544 -0.554396 0.1 0.0 0.0
C -5.197557 -2.361690 -0.591530 0.1 0.0 0.0
C -4.276299 -1.359032 -0.702768 0.1 0.1 0.0
C -2.880783 -1.624131 -0.790087 -0.2 -0.5 -0.1
O -2.067622 -0.635167 -0.930144 0.5 0.3 0.1
C -2.483566 -2.998453 -0.718157 0.0 0.5 0.1
C -1.119560 -3.390432 -0.705962 -0.1 -0.2 -0.2
O -0.112395 -2.671000 -0.844667 0.1 -0.1 0.1
C -3.458014 -4.013435 -0.602178 -0.1 -0.1 0.0
H -6.252089 -2.130059 -0.522530 0.0 0.0 0.0
H -4.579935 -0.320943 -0.733165 0.0 0.0 0.0
H -0.940607 -4.464969 -0.556231 0.1 0.0 -0.1
H -3.142038 -5.048752 -0.554080 0.0 0.0 0.0
N -0.247882 -0.813709 1.868629 0.1 0.0 -0.4
C 0.101909 -0.473522 2.955700 0.3 0.3 0.0
N 0.362248 -0.210424 4.126076 -0.5 -0.5 0.0
C 1.085725 0.558311 4.888381 0.3 0.4 0.0
N 1.693899 1.216780 5.618993 -0.1 -0.1 -0.1
```
Positions in Å, forces in eV/Å.

[4]
Density functional theory data (ωB97M-V/def2-TZVPD) for 2 unconnected molecules or ions with the total composition C4H10O4S2 at a distorted geometry.

Total charge: 0
LUMO (alpha / beta) (eV): 0.22 / 0.33

XYZ file:
```
20
Properties=species:S:1:pos:R:3:forces:R:3
C 1.597930 0.608655 -1.102750 0.2 2.2 0.0
C -1.880807 -0.726123 -0.338747 -0.2 -0.6 0.8
C 1.489709 -0.039439 0.205470 -1.5 0.4 0.8
C -1.129590 -0.023038 0.804782 -0.2 2.2 -0.8
O 0.471102 1.337681 -1.671724 0.2 -1.3 1.2
O -1.121146 -0.924644 -1.511103 -0.4 1.8 -1.3
O 1.703159 0.660562 1.353234 0.3 -1.0 0.5
O -0.849909 -0.680218 1.952193 -2.4 -2.8 -2.1
S 1.694495 -1.751467 0.422348 1.2 -0.1 -2.1
S -1.575554 1.733105 1.099451 0.3 -1.3 0.3
H 1.920624 -0.191645 -1.702298 0.5 -0.7 -1.7
H 2.305314 1.451423 -1.073541 0.6 -0.7 0.1
H -2.942625 -0.394406 -0.613945 1.8 0.3 0.4
H -1.992851 -1.697567 0.019027 -0.8 -1.8 1.2
H -0.225014 0.732565 -1.365909 -0.4 0.2 -0.9
H -0.581270 -1.705407 -1.526898 0.2 -0.6 0.6
H 1.742710 1.576328 1.137218 -0.1 1.3 -0.2
H -0.346762 -0.193346 2.537339 1.8 2.1 1.7
H 1.130536 -1.706988 1.561031 -1.0 -0.3 2.0
H -1.410055 1.933966 -0.185184 0.0 0.7 -0.7
```
Positions in Å, forces in eV/Å.

[5]
Density functional theory data (ωB97M-V/def2-TZVPD) for a molecular structure, C26H37BF4N2PPdTe at a distorted geometry.

Total charge: +1
LUMO (alpha / beta) (eV): -2.74 / -5.15
Multiplicity: 3

XYZ file:
```
73
Properties=species:S:1:pos:R:3:forces:R:3
Pd 10.753451 10.753087 9.707744 1.5 -0.8 -0.8
F 14.400535 8.953564 8.308307 -0.2 0.2 0.2
B 13.239734 9.502818 8.773032 0.1 -0.5 -0.4
F 12.364442 8.491595 9.296343 -0.1 0.5 0.1
F 13.461002 10.473986 9.794173 -0.3 -0.1 0.0
F 12.524503 10.172404 7.723002 -0.2 -0.1 0.3
C 7.346164 11.550226 9.875400 -0.6 -0.5 0.1
C 7.288815 10.033658 9.538234 -0.1 0.8 -0.4
C 6.078482 9.713998 8.618512 -0.1 0.4 0.6
P 8.949175 9.497731 8.957447 -0.7 -0.7 -0.4
C 9.131500 7.713772 9.463796 0.3 0.3 0.4
C 7.856864 6.853456 9.350887 0.3 0.1 0.4
C 9.701972 7.654950 10.906375 -0.1 -0.2 -0.2
C 9.138800 9.555305 7.131767 -0.1 0.4 0.0
C 8.234801 8.607434 6.332667 0.0 -0.1 -0.1
C 9.055050 10.992080 6.579352 0.2 -0.2 -0.1
H 6.458135 11.850473 10.452527 0.3 -0.1 -0.1
H 7.357908 12.160000 8.972034 0.1 0.0 -0.1
H 8.237173 11.764981 10.464906 -0.1 0.1 0.1
H 7.207954 9.493306 10.477197 -0.2 -0.1 0.3
H 6.058143 10.394678 7.768030 0.1 -0.1 -0.1
H 5.138760 9.889642 9.162844 0.3 0.0 0.0
H 6.029093 8.689846 8.268089 0.2 -0.1 0.0
H 9.914519 7.334834 8.797408 -0.1 0.1 -0.1
H 7.172956 7.067460 10.175486 0.0 0.0 0.0
H 8.141747 5.799566 9.436296 0.0 0.1 0.0
H 7.300928 6.984994 8.434298 0.0 0.0 -0.3
H 8.950575 7.951578 11.644057 0.0 0.0 -0.1
H 10.585352 8.300841 11.034912 -0.2 -0.3 -0.1
H 9.998536 6.620166 11.137052 0.0 0.3 -0.1
H 10.184225 9.280907 7.000154 0.2 -0.4 0.0
H 7.192984 8.933770 6.341367 0.1 0.0 0.0
H 8.273270 7.563644 6.651076 0.1 0.2 0.1
H 8.569292 8.613540 5.295369 0.0 0.1 -0.1
H 8.092792 11.453110 6.764542 -0.3 0.1 -0.1
H 9.203514 10.911519 5.496662 -0.1 0.2 0.2
H 9.826529 11.658881 6.975960 0.0 -0.2 0.0
Te 10.902052 11.833816 12.039303 0.5 -0.8 2.0
C 9.441345 10.935191 13.318423 -1.1 0.3 0.2
C 9.580640 9.680580 13.937089 0.6 0.2 -0.3
C 8.567023 9.190833 14.774206 0.0 0.3 -0.7
C 7.385183 9.917511 14.921935 -0.2 -0.2 0.4
C 7.246420 11.168206 14.313284 -0.3 0.2 0.0
C 8.259528 11.705730 13.528092 1.1 -0.9 0.1
C 12.569430 10.810421 13.013021 0.7 0.5 0.0
C 13.032534 9.547030 12.618352 -0.7 0.3 -0.4
C 14.104037 8.956912 13.277578 0.0 -0.2 -0.2
C 14.788700 9.656059 14.261939 0.2 0.1 0.5
C 14.405161 10.942806 14.610003 -1.2 0.6 -0.4
C 13.272373 11.529543 14.000657 0.1 -0.3 -0.3
H 10.508881 9.098830 13.768556 -0.7 0.4 0.2
H 8.679213 8.218796 15.243754 0.0 0.2 0.0
H 6.570737 9.504744 15.549922 0.6 0.4 -0.5
H 6.333787 11.754800 14.449337 0.3 -0.3 0.1
H 8.188002 12.718891 13.133462 -0.1 -0.3 0.0
H 12.568420 9.062940 11.751457 0.2 0.0 0.5
H 14.415991 7.946344 13.000600 -0.1 0.4 0.0
H 15.629862 9.216130 14.799838 -0.2 0.0 -0.3
H 14.913707 11.536836 15.363851 0.1 -0.3 -0.1
H 12.981306 12.550125 14.270591 0.1 -0.4 0.0
N 12.227573 16.730729 8.455441 -0.7 -1.3 -0.3
C 11.893648 15.368672 8.558860 0.3 0.9 0.7
C 12.881741 14.372359 8.415118 -0.1 -0.6 0.2
C 12.539372 13.030473 8.597284 -1.0 0.2 -0.4
N 11.254873 12.672290 8.879133 -0.3 0.5 0.1
C 10.302454 13.624448 9.057581 0.6 0.3 -0.4
C 10.588914 14.971757 8.972122 0.3 -0.1 -0.4
H 13.061618 16.923079 7.919391 0.0 0.0 0.1
H 11.461355 17.346389 8.195531 0.2 -0.2 0.2
H 13.930116 14.613838 8.213250 -0.5 0.0 -0.1
H 13.209325 12.179091 8.417399 -0.1 0.7 0.3
H 9.271875 13.281361 9.200799 0.6 0.1 0.2
H 9.811559 15.704748 9.200146 0.3 -0.2 -0.3
```
Positions in Å, forces in eV/Å.